Here is a molecular structure, C15H31N4O9S2 in a non-equilibrium geometry from the OMol25 dataset. Energies are from ωB97M-V with the def2-TZVPD basis set.

Structure (XYZ):
```
61
C15H31N4O9S2, DFT ωB97M-V with the def2-TZVPD basis set
C 3.562 -1.669 -1.521
O 2.368 -1.251 -0.718
C 1.144 -1.598 -1.459
C 0.598 -0.243 -2.239
C -0.399 0.521 -1.141
C -1.902 -0.183 -1.305
C -3.043 0.869 -1.825
C -4.285 1.130 -0.792
C -4.855 -0.196 -0.021
C -5.031 -1.534 -0.945
N -6.465 -1.938 -1.229
C -7.240 -3.132 -0.665
N -8.596 -3.045 -1.349
C -8.513 -1.828 -2.243
N -9.474 -1.329 -3.110
N -7.153 -1.144 -2.137
H 3.465 -1.101 -2.545
H 4.561 -1.294 -0.990
H 3.591 -2.831 -1.664
H 1.303 -2.499 -2.189
H 0.311 -1.860 -0.648
H 0.077 -0.462 -3.263
H 1.515 0.478 -2.450
H -0.439 1.696 -1.311
H 0.058 0.246 -0.078
H -2.123 -0.699 -0.278
H -1.791 -1.049 -2.119
H -3.520 0.385 -2.806
H -2.525 1.873 -2.199
H -5.123 1.754 -1.351
H -3.871 1.863 0.054
H -4.189 -0.489 0.918
H -5.915 0.099 0.441
H -4.556 -2.437 -0.326
H -4.470 -1.519 -1.971
H -6.826 -3.906 0.115
H -9.968 -0.420 -2.973
H -9.662 -1.886 -3.993
H -6.814 -0.285 -2.626
C 2.931 3.384 1.206
C 4.299 2.976 1.746
O 4.439 1.598 1.406
S 3.656 1.317 0.003
O 4.624 1.357 -1.070
O 2.745 0.213 0.202
O 2.793 2.700 -0.038
H 2.129 3.047 1.871
H 2.851 4.464 1.058
H 4.379 3.116 2.827
H 5.101 3.530 1.247
C 7.642 0.547 5.084
C 7.884 0.210 3.615
O 6.703 -0.466 3.188
S 5.426 0.129 4.009
O 4.779 1.122 3.180
O 4.716 -0.975 4.613
O 6.264 0.906 5.171
H 7.807 -0.329 5.721
H 8.274 1.370 5.428
H 8.763 -0.422 3.471
H 7.988 1.120 3.014
```

Gap between HOMO and LUMO (eV): 5.4
Spin multiplicity: 1
Total charge: +1
E_tot (eV): -62095.102